(1)
{
  "formula": "C21H21ClN2O2",
  "method": "ωB97M-V/def2-TZVPD",
  "species": ["C", "C", "C", "C", "C", "O", "C", "C", "C", "C", "Cl", "C", "C", "O", "H", "H", "H", "H", "H", "H", "H", "H", "H", "H", "H", "C", "C", "C", "N", "C", "C", "H", "H", "H", "H", "H", "C", "C", "C", "N", "C", "C", "H", "H", "H", "H", "H"],
  "coordinates": [[-1.5612, 0.6465, -1.9076], [-2.5462, 1.0142, -1.0960], [-2.2493, 1.6219, 0.2081], [-1.4702, 1.0235, 1.1110], [-1.1976, 1.7457, 2.3854], [-1.1077, 1.1935, 3.4605], [-1.0864, 3.2452, 2.2577], [-0.0767, 3.9318, 3.1238], [1.3203, 3.8270, 2.5050], [2.4299, 4.0989, 3.5036], [1.4504, 4.9959, 1.1398], [-1.8951, 3.8325, 1.3794], [-2.8141, 2.9687, 0.5792], [-3.9408, 3.2996, 0.2898], [-1.6484, -0.1445, -2.6426], [-0.5885, 1.1264, -1.8582], [-3.5851, 0.9110, -1.3889], [-1.0226, 0.0515, 0.9464], [-0.0412, 3.4032, 4.0786], [-0.3389, 4.9796, 3.2588], [1.4603, 2.8437, 2.0574], [3.3921, 3.8557, 3.0541], [2.2987, 3.4711, 4.3852], [2.4592, 5.1518, 3.7798], [-1.8973, 4.9037, 1.2220], [-1.6451, -5.1830, -2.5592], [-1.2559, -4.5314, -1.4009], [-1.3996, -3.1526, -1.3364], [-1.8854, -2.4200, -2.3362], [-2.2562, -3.0594, -3.4453], [-2.1598, -4.4326, -3.6062], [-1.5504, -6.2579, -2.6463], [-0.8478, -5.0740, -0.5592], [-1.1057, -2.6088, -0.4483], [-2.6467, -2.4374, -4.2442], [-2.4776, -4.8991, -4.5287], [4.1818, -2.0502, -1.1082], [3.7857, -1.8488, 0.2044], [2.4454, -2.0104, 0.5206], [1.5128, -2.3478, -0.3684], [1.9076, -2.5368, -1.6258], [3.2233, -2.4020, -2.0442], [5.2187, -1.9344, -1.3960], [4.4980, -1.5723, 0.9697], [2.0985, -1.8631, 1.5380], [1.1295, -2.8074, -2.3319], [3.4853, -2.5690, -3.0800]],
  "atomic_forces_ev_per_a": [[0.42, -0.03, -0.32], [-0.12, 0.18, 0.03], [0.03, 0.55, -0.27], [0.17, 0.27, 0.04], [-0.08, -0.03, -0.01], [0.36, 0.02, -0.18], [-0.07, 0.00, 0.01], [-0.04, -0.28, -0.22], [-0.02, 0.10, 0.23], [0.18, -0.04, -0.29], [0.03, -0.08, -0.10], [0.17, -0.15, -0.06], [-0.20, -0.05, 0.13], [0.20, 0.10, -0.25], [-0.48, 0.59, -0.42], [0.24, -0.50, 0.68], [-0.07, -0.59, 0.33], [-0.19, -0.12, 0.12], [-0.09, 0.17, 0.10], [0.04, 0.00, 0.20], [-0.03, -0.01, -0.02], [0.04, 0.03, 0.02], [-0.03, 0.06, 0.05], [-0.13, -0.02, 0.15], [-0.26, 0.02, 0.08], [0.00, 0.00, 0.00], [-0.03, -0.02, -0.01], [-0.14, 0.06, 0.04], [-0.06, -0.23, -0.14], [0.05, -0.01, 0.02], [0.02, -0.01, 0.00], [0.00, 0.00, 0.00], [0.01, 0.01, 0.00], [0.06, -0.03, 0.00], [-0.01, -0.02, -0.01], [0.00, 0.01, 0.00], [0.01, 0.00, 0.00], [0.01, 0.00, -0.02], [-0.04, 0.00, 0.02], [0.09, 0.03, 0.03], [-0.04, 0.01, 0.00], [0.01, 0.01, 0.01], [0.00, 0.00, 0.00], [-0.01, 0.00, 0.01], [0.02, 0.00, 0.01], [0.01, 0.00, -0.01], [-0.01, 0.00, 0.00]],
  "e_homo_ha": -0.3359,
  "energy_ev": -41713.0603,
  "orbital_gap_ev": 8.506,
  "relative_energy_ev": 4.0744,
  "smiles": "C=CC1=CC(=O)C(C[C@H](C)Cl)=CC1=O.c1ccncc1.c1ccncc1"
}



(2)
{
  "formula": "C21H21ClNO5S5Ti",
  "method": "ωB97M-V/def2-TZVPD",
  "species": ["Ti", "S", "C", "C", "C", "C", "C", "C", "S", "C", "C", "C", "C", "C", "C", "C", "S", "C", "C", "C", "C", "C", "C", "S", "N", "H", "H", "H", "H", "H", "H", "H", "H", "H", "H", "H", "H", "H", "H", "H", "C", "S", "C", "O", "H", "H", "H", "H", "H", "H", "O", "Cl", "O", "O", "O"],
  "coordinates": [[0.4910, 0.2739, 0.1655], [1.1537, 2.2642, -1.3613], [2.0290, 1.5758, -2.7006], [2.6526, 2.4466, -3.6176], [3.3620, 1.9928, -4.7066], [3.4855, 0.6272, -4.9595], [2.8966, -0.2530, -4.0732], [2.1749, 0.1993, -2.9664], [1.6041, -1.0578, -1.8415], [-0.0443, -1.4929, -2.4708], [-0.9949, -0.3390, -2.4350], [-1.6566, 0.0607, -3.5838], [-2.5583, 1.1063, -3.5161], [-2.7558, 1.7135, -2.3014], [-2.0021, 1.3106, -1.1972], [-2.1657, 2.0474, 0.1092], [-1.3472, 1.2997, 1.5538], [-2.4576, -0.0586, 1.9026], [-3.6503, 0.2777, 2.5421], [-4.5804, -0.6831, 2.8881], [-4.2877, -2.0154, 2.6069], [-3.0979, -2.3552, 1.9995], [-2.1350, -1.3979, 1.6232], [-0.6588, -1.9718, 0.8707], [-1.1359, 0.3081, -1.2696], [2.5688, 3.5095, -3.4309], [3.8421, 2.7110, -5.3619], [4.0368, 0.2614, -5.8157], [2.9880, -1.3229, -4.2223], [-0.3745, -2.2595, -1.7654], [0.0264, -1.9087, -3.4756], [-1.4709, -0.4686, -4.5086], [-3.0872, 1.4408, -4.3993], [-3.4659, 2.5219, -2.1818], [-3.2287, 2.1703, 0.3282], [-1.7137, 3.0384, 0.0189], [-3.8355, 1.3213, 2.7714], [-5.5051, -0.4044, 3.3764], [-4.9901, -2.7966, 2.8736], [-2.8716, -3.3943, 1.7955], [1.9397, -2.4654, 3.3523], [0.7462, -1.3975, 4.1688], [1.8366, -0.8727, 5.5034], [0.6005, -0.1963, 3.3126], [2.4257, -3.1020, 4.0929], [2.6579, -1.8172, 2.8500], [1.4007, -3.0610, 2.6202], [2.1209, -1.7262, 6.1198], [1.2811, -0.1525, 6.1009], [2.7068, -0.3909, 5.0562], [1.8469, 1.8318, 1.6667], [3.0405, 1.0105, 1.5236], [3.9943, 1.5933, 0.6456], [3.6402, 0.7089, 2.7867], [2.5220, -0.2617, 0.9370]],
  "atomic_forces_ev_per_a": [[0.86, -0.14, 0.27], [0.18, -0.06, -0.04], [-0.21, -0.07, 0.00], [-0.02, 0.06, 0.02], [0.05, -0.01, -0.06], [-0.04, 0.01, 0.02], [-0.07, -0.02, -0.02], [0.12, -0.07, -0.03], [-0.09, 0.18, 0.14], [0.05, 0.06, -0.08], [0.05, -0.10, -0.42], [0.05, -0.34, 0.06], [-0.01, 0.02, -0.16], [-0.04, 0.23, 0.51], [-0.53, 0.06, -0.08], [-0.01, -0.05, 0.08], [-0.09, -0.10, -0.13], [0.08, 0.00, 0.04], [-0.03, 0.03, -0.02], [0.01, -0.02, -0.02], [-0.01, 0.01, 0.02], [0.02, -0.03, -0.01], [0.02, -0.07, -0.10], [0.02, 0.22, 0.11], [-0.40, 0.08, -0.31], [0.00, 0.00, 0.01], [-0.03, 0.00, -0.03], [0.02, 0.01, 0.01], [0.04, 0.00, 0.01], [-0.07, -0.02, -0.07], [0.00, 0.01, 0.01], [0.01, 0.03, -0.02], [-0.03, -0.02, 0.01], [0.03, 0.03, -0.04], [0.03, 0.08, -0.02], [0.01, -0.01, -0.02], [0.00, 0.00, 0.01], [0.00, 0.00, 0.01], [-0.01, 0.01, 0.00], [0.00, 0.00, -0.01], [0.10, -0.04, 0.02], [0.06, -0.12, 0.00], [0.07, 0.02, 0.02], [-0.32, 0.27, 0.11], [-0.03, -0.03, -0.01], [0.01, 0.01, 0.03], [-0.01, 0.03, -0.03], [-0.01, -0.01, -0.01], [-0.01, 0.01, -0.01], [-0.01, -0.01, -0.02], [0.44, 0.03, -0.02], [-0.78, -0.70, -0.04], [0.06, 0.12, -0.08], [0.01, 0.12, 0.20], [0.47, 0.29, 0.17]],
  "s2": 2.006,
  "e_homo_ha": [-0.1100, -0.1563],
  "energy_ev": -123656.6545,
  "orbital_gap_ev": [5.563, 6.819],
  "total_charge": -1,
  "relative_energy_ev": 1.2000,
  "multiplicity": 3
}



(3)
{
  "formula": "C21H21F2",
  "method": "ωB97M-V/def2-TZVPD",
  "species": ["C", "C", "C", "C", "C", "C", "H", "H", "H", "H", "H", "H", "H", "H", "H", "H", "F", "C", "C", "C", "C", "C", "C", "C", "C", "C", "C", "C", "F", "C", "C", "C", "C", "H", "H", "H", "H", "H", "H", "H", "H", "H", "H", "H"],
  "coordinates": [[-1.7197, -1.8303, 2.4871], [-0.2421, -1.7994, 2.3942], [0.5326, -0.6998, 2.2800], [1.9969, -1.0011, 2.3924], [2.0461, -2.5381, 2.6470], [0.5954, -3.0625, 2.5074], [-2.0862, -2.8645, 2.4600], [-2.0693, -1.3749, 3.4277], [-2.1912, -1.2724, 1.6652], [0.1823, 0.3205, 2.2328], [2.5512, -0.7497, 1.4804], [2.4699, -0.4570, 3.2199], [2.7194, -3.0366, 1.9487], [2.4027, -2.7336, 3.6618], [0.2962, -3.6814, 3.3646], [0.5091, -3.6944, 1.6102], [3.2095, 4.3655, -1.1621], [2.2826, 4.0082, -0.2101], [2.2248, 4.7473, 0.9692], [1.2638, 4.3768, 1.9247], [0.4181, 3.2940, 1.7071], [0.4942, 2.5355, 0.5071], [-0.4016, 1.4456, 0.2516], [-0.5713, 0.9019, -1.0181], [-1.5248, -0.0592, -1.3115], [-1.6334, -0.6931, -2.5837], [-0.6797, -0.4360, -3.6115], [-0.7915, -1.1080, -4.8180], [0.1371, -0.8447, -5.7973], [-1.7986, -2.0324, -5.0852], [-2.7547, -2.2700, -4.0823], [-2.6846, -1.6102, -2.8607], [1.4725, 2.9105, -0.4577], [2.9152, 5.5701, 1.1393], [1.1851, 4.9462, 2.8522], [-0.3329, 3.0152, 2.4509], [-1.1275, 1.1634, 1.0171], [0.0376, 1.2880, -1.8370], [-2.2498, -0.3281, -0.5398], [0.1387, 0.2633, -3.4581], [-1.8347, -2.5437, -6.0432], [-3.5596, -2.9835, -4.2648], [-3.4298, -1.7894, -2.0808], [1.6021, 2.3420, -1.3768]],
  "atomic_forces_ev_per_a": [[-0.72, -0.08, 0.03], [1.13, 0.74, -0.05], [-0.28, -1.07, 0.43], [0.34, -0.43, -0.09], [-0.11, 0.12, 0.19], [0.24, 0.24, -0.10], [-0.04, 0.31, -0.04], [0.09, -0.19, -0.28], [-0.01, -0.14, 0.16], [-0.10, -0.10, 0.20], [-0.04, 0.12, 0.08], [-0.11, 0.02, -0.21], [-0.01, 0.03, 0.13], [0.07, 0.01, -0.19], [-0.03, 0.16, -0.20], [-0.25, 0.15, 0.18], [-1.02, -0.43, 1.05], [0.66, -0.04, -0.80], [-0.52, -0.47, 0.12], [0.10, 0.03, -0.10], [-0.13, -0.34, -0.26], [0.85, 0.56, 0.18], [-0.92, 0.62, -0.82], [0.14, 0.01, 0.09], [0.11, 0.30, 0.18], [-0.07, -0.38, -1.10], [-0.31, -0.32, -0.01], [0.80, 0.46, -0.51], [-1.00, -0.31, 1.07], [-0.24, 0.17, 0.67], [0.12, 0.05, -0.14], [0.29, 0.22, 0.32], [-0.08, 0.20, 0.29], [-0.18, -0.15, -0.10], [0.03, -0.20, -0.30], [0.29, 0.14, -0.17], [0.33, 0.03, -0.10], [-0.13, -0.27, 0.42], [0.22, -0.10, -0.12], [-0.16, -0.28, -0.24], [0.03, 0.11, 0.17], [0.26, 0.24, 0.04], [0.22, -0.04, -0.33], [0.12, 0.30, 0.25]],
  "e_homo_ha": -0.4165,
  "energy_ev": -27544.3717,
  "orbital_gap_ev": 5.284,
  "total_charge": 1,
  "relative_energy_ev": 0.2939
}



(4)
{
  "formula": "C21H21F3N2O",
  "method": "ωB97M-V/def2-TZVPD",
  "species": ["C", "C", "C", "C", "C", "C", "C", "C", "C", "H", "H", "H", "H", "H", "H", "C", "O", "N", "C", "C", "N", "C", "C", "C", "C", "C", "C", "H", "H", "H", "C", "F", "F", "F", "H", "C", "C", "H", "H", "H", "H", "H", "H", "H", "H", "H", "H", "H"],
  "coordinates": [[2.8885, 1.6476, 1.6255], [2.8407, 1.2730, 0.0927], [3.6444, 0.5687, -0.6333], [4.7372, -0.2463, -0.1517], [5.6554, 0.2360, 0.5276], [6.6956, -0.3609, 1.1620], [6.8528, -1.7233, 0.9147], [5.9935, -2.2043, -0.1889], [4.8469, -1.5127, -0.6014], [4.2192, -2.0765, -1.1546], [6.1063, -3.0535, -0.3451], [7.7116, -2.0351, 0.9866], [7.5028, 0.0455, 1.6165], [5.5266, 1.5415, 0.9742], [3.2111, 0.2512, -1.7645], [1.4608, 1.9199, -0.4653], [1.6846, 2.8476, -1.1257], [0.3037, 1.2575, -0.4195], [0.2277, 0.1611, 0.1120], [-1.0338, -0.6676, -0.3931], [-2.2809, 0.0366, -0.5207], [-3.5754, -0.4717, -0.2370], [-4.6019, 0.2424, 0.0903], [-5.8948, -0.4476, 0.2311], [-5.9873, -1.6521, -0.5626], [-4.7761, -2.4923, -0.7470], [-3.6124, -2.0917, -0.7814], [-2.7418, -2.3119, -1.1696], [-5.0329, -3.5816, -0.9325], [-6.9190, -2.3332, -0.2218], [-6.9915, 0.4181, 0.4883], [-6.9387, 0.5841, 1.7244], [-8.1503, -0.2685, 0.4025], [-7.1286, 1.3633, -0.1201], [-4.5632, 1.0851, 0.3697], [-2.0502, 1.6843, -0.3471], [-0.8014, 1.9053, -1.2978], [-0.7084, 3.0047, -0.8443], [-0.9114, 1.6269, -2.1582], [-3.0653, 2.0731, -0.7824], [-1.9690, 1.7689, 0.8123], [-1.2721, -1.5981, 0.2419], [-0.8213, -0.9578, -1.5249], [0.9935, -0.6767, 0.1829], [-0.2564, 0.2848, 1.1546], [2.0173, 1.6198, 2.0101], [3.3627, 2.5307, 1.6698], [3.6009, 0.7857, 2.1011]],
  "atomic_forces_ev_per_a": [[7.24, -6.06, -3.92], [-4.50, 1.96, 3.40], [-2.03, -2.03, -4.27], [-6.16, -0.92, -5.15], [5.26, 10.11, 8.02], [-0.60, -3.86, -1.34], [-9.51, 4.78, -4.99], [-1.69, 12.88, 5.92], [4.36, -2.31, 1.74], [-2.38, -1.00, -2.08], [1.70, -13.78, -3.49], [8.63, -4.31, 1.65], [1.74, 2.10, 1.75], [0.39, -3.96, -1.91], [1.37, 1.05, 2.98], [4.38, -3.99, 0.58], [-0.08, 5.18, -2.68], [1.06, 10.67, -7.73], [-5.72, -13.08, 7.98], [-0.13, -2.19, -2.63], [-1.41, 4.34, 1.47], [6.35, -4.99, -3.71], [-4.51, -10.59, -1.33], [4.36, -3.10, -6.86], [-1.48, -1.22, 5.69], [-8.69, -4.23, -0.85], [2.20, 9.59, 3.55], [4.06, -2.13, -1.46], [0.32, 1.29, -0.25], [1.75, 1.81, -1.60], [-0.87, -13.20, 4.51], [0.77, 2.93, 7.61], [-2.42, -1.79, -1.19], [-0.92, 13.68, -8.39], [0.86, 11.63, 3.75], [-2.38, -4.62, -1.17], [0.26, 5.41, 16.63], [0.54, -1.65, -2.89], [-0.87, -2.63, -9.63], [2.17, -0.24, 0.95], [0.28, 0.77, -2.31], [1.13, 1.24, -0.93], [0.23, -0.24, 2.09], [-0.15, 1.73, -0.39], [1.43, -0.48, 0.05], [-6.16, -0.07, 2.76], [1.57, 3.27, 0.68], [-1.75, 2.26, -0.62]],
  "e_homo_ha": -0.2901,
  "energy_ev": -35279.7086,
  "orbital_gap_ev": 8.235,
  "relative_energy_ev": 19.0324
}



Which formula does entry 4 have?
C21H21F3N2O